[1]
{
  "formula": "C9H19F2IMnN2O5S2",
  "method": "ωB97M-V/def2-TZVPD",
  "homo_lumo_gap_ha": [0.318, 0.301],
  "e_above_lowest_kcal_mol": 0.0,
  "fmax_ev_per_a": 4.22,
  "spin_multiplicity": 6,
  "charge": 0,
  "s_squared": 8.755,
  "elements": ["Mn", "N", "S", "O", "O", "F", "S", "O", "O", "F", "I", "C", "C", "C", "C", "C", "C", "N", "O", "C", "C", "C", "H", "H", "H", "H", "H", "H", "H", "H", "H", "H", "H", "H", "H", "H", "H", "H", "H", "H", "H"],
  "positions_angstrom": [[25.242, -10.542, 17.392], [25.373, -8.520, 17.420], [25.940, -7.395, 16.472], [27.359, -7.362, 16.426], [25.140, -6.207, 16.446], [25.539, -8.100, 15.092], [24.863, -7.641, 18.788], [23.495, -7.244, 18.721], [25.914, -6.877, 19.366], [24.786, -8.930, 19.765], [26.593, -11.795, 15.382], [21.625, -13.309, 18.377], [22.833, -12.991, 17.489], [22.654, -13.687, 16.134], [21.544, -13.093, 15.286], [21.849, -11.609, 15.050], [22.079, -10.833, 16.361], [23.048, -11.544, 17.229], [23.308, -10.775, 18.399], [22.628, -9.485, 15.927], [20.688, -10.547, 16.945], [24.093, -13.556, 18.162], [21.474, -14.384, 18.353], [21.770, -12.955, 19.403], [20.726, -12.780, 18.063], [23.570, -13.623, 15.535], [22.547, -14.765, 16.273], [21.545, -13.587, 14.314], [20.565, -13.176, 15.767], [21.068, -11.193, 14.418], [22.776, -11.677, 14.466], [22.723, -8.808, 16.780], [22.038, -9.071, 15.117], [23.651, -9.566, 15.544], [20.723, -10.240, 18.002], [19.967, -11.365, 16.900], [20.164, -9.707, 16.489], [24.272, -12.954, 19.059], [23.949, -14.597, 18.444], [25.008, -13.486, 17.570], [22.475, -10.688, 18.900]]
}

***

[2]
{
  "formula": "C15H45NO11",
  "method": "ωB97M-V/def2-TZVPD",
  "homo_lumo_gap_ha": 0.357,
  "e_above_lowest_kcal_mol": 218.6,
  "fmax_ev_per_a": 17.86,
  "charge": 0,
  "elements": ["C", "O", "C", "C", "N", "H", "H", "C", "C", "O", "C", "H", "H", "H", "H", "H", "H", "H", "H", "H", "H", "H", "H", "H", "H", "C", "O", "O", "O", "H", "C", "C", "O", "H", "H", "H", "H", "H", "H", "C", "C", "O", "H", "H", "H", "H", "H", "H", "C", "O", "H", "H", "H", "H", "C", "O", "H", "H", "H", "H", "C", "O", "H", "H", "H", "H", "C", "O", "H", "H", "H", "H"],
  "positions_angstrom": [[2.952, 4.413, -1.129], [2.855, 4.077, 0.187], [1.964, 2.904, 0.505], [1.884, 2.477, 1.828], [1.477, 1.138, 2.010], [0.652, 1.118, 1.208], [2.239, 0.523, 1.533], [1.072, 0.668, 3.297], [0.844, -0.933, 3.191], [0.451, -1.374, 4.474], [0.100, -2.756, 4.556], [3.586, 3.831, -1.644], [3.544, 5.370, -1.208], [1.987, 4.491, -1.470], [2.503, 2.132, -0.084], [1.035, 3.324, 0.053], [1.413, 3.245, 2.378], [2.674, 2.400, 2.114], [0.339, 1.217, 3.505], [1.738, 0.995, 4.174], [1.650, -1.541, 2.994], [-0.065, -1.056, 2.410], [0.723, -3.332, 4.241], [-0.811, -3.050, 4.114], [-0.066, -2.826, 5.580], [-0.472, 0.000, -0.243], [0.842, -0.425, -0.538], [-1.529, -0.587, -0.820], [-0.606, 0.919, 0.625], [-1.185, -1.237, -1.331], [3.527, 0.909, -3.961], [2.541, 0.038, -3.164], [1.616, 0.880, -2.627], [2.695, 1.251, -4.525], [4.379, 0.430, -4.526], [4.043, 1.586, -3.527], [3.177, -0.495, -2.510], [2.083, -0.738, -3.796], [1.330, 0.502, -1.741], [-5.586, 2.412, -0.714], [-4.198, 1.803, -0.614], [-4.066, 0.602, -1.500], [-5.617, 3.353, -0.146], [-6.264, 1.666, -0.107], [-6.046, 2.512, -1.710], [-3.852, 1.539, 0.462], [-3.365, 2.370, -1.016], [-3.300, 0.035, -1.245], [-1.952, -4.442, -0.323], [-2.700, -5.486, 0.061], [-1.527, -4.420, -1.356], [-0.972, -4.316, 0.332], [-2.305, -3.350, -0.269], [-2.179, -6.104, 0.816], [2.278, -3.722, -0.240], [1.490, -2.919, 0.467], [2.163, -3.305, -1.329], [1.990, -4.645, -0.118], [3.343, -3.586, 0.110], [1.361, -2.041, -0.173], [-2.143, 3.373, 2.724], [-1.872, 3.243, 1.373], [-1.820, 4.443, 3.060], [-1.361, 2.870, 3.289], [-3.230, 3.037, 2.980], [-1.812, 2.441, 1.191], [-0.913, -2.615, -3.561], [-1.748, -3.731, -3.961], [-1.230, -1.700, -3.908], [0.031, -2.790, -4.002], [-0.635, -2.656, -2.391], [-1.172, -4.342, -4.313]]
}

***

[3]
{
  "formula": "CCl2FNO",
  "method": "ωB97M-V/def2-TZVPD",
  "homo_lumo_gap_ha": 0.326,
  "e_above_lowest_kcal_mol": 0.0,
  "smiles": "O=NC(F)(Cl)Cl",
  "fmax_ev_per_a": 2.10,
  "charge": 0,
  "elements": ["O", "N", "C", "F", "Cl", "Cl"],
  "positions_angstrom": [[-0.787, 1.157, 1.525], [0.121, 0.510, 1.239], [0.146, -0.270, -0.309], [0.846, -1.358, -0.081], [1.013, 0.823, -1.544], [-1.339, -0.862, -0.830]]
}

***

[4]
{
  "formula": "C48H58BrFN9O5STi",
  "method": "ωB97M-V/def2-TZVPD",
  "homo_lumo_gap_ha": [0.158, 0.273],
  "e_above_lowest_kcal_mol": 9.2,
  "fmax_ev_per_a": 0.90,
  "spin_multiplicity": 3,
  "charge": -1,
  "s_squared": 2.019,
  "elements": ["Ti", "C", "C", "C", "C", "C", "C", "C", "S", "O", "O", "N", "C", "C", "O", "O", "H", "H", "H", "H", "H", "H", "H", "H", "H", "C", "C", "C", "C", "C", "C", "C", "N", "C", "C", "C", "C", "C", "C", "C", "N", "C", "C", "C", "C", "H", "H", "H", "H", "H", "H", "H", "H", "H", "H", "H", "H", "H", "H", "H", "H", "H", "H", "H", "H", "H", "H", "H", "H", "C", "N", "C", "C", "C", "N", "C", "C", "O", "H", "H", "H", "H", "H", "H", "H", "H", "H", "H", "H", "H", "F", "C", "C", "C", "C", "C", "C", "H", "H", "H", "H", "Br", "C", "C", "C", "N", "C", "C", "H", "H", "H", "H", "N", "C", "C", "N", "C", "C", "N", "H", "H", "H", "H", "H"],
  "positions_angstrom": [[0.202, 0.092, 0.058], [-5.177, 6.461, 1.412], [-3.904, 5.667, 1.523], [-3.905, 4.287, 1.401], [-2.719, 3.562, 1.445], [-1.514, 4.209, 1.631], [-1.499, 5.595, 1.780], [-2.681, 6.310, 1.722], [0.074, 3.379, 1.547], [0.656, 3.909, 0.335], [0.733, 3.721, 2.789], [-0.244, 1.838, 1.417], [-0.583, 1.315, 2.772], [-1.114, -0.102, 2.692], [-1.788, -0.576, 3.593], [-0.795, -0.729, 1.607], [-6.051, 5.822, 1.534], [-5.253, 6.939, 0.433], [-5.221, 7.247, 2.168], [-4.845, 3.766, 1.256], [-2.723, 2.488, 1.323], [-0.556, 6.101, 1.932], [-2.659, 7.389, 1.832], [-1.338, 1.921, 3.283], [0.301, 1.307, 3.419], [5.916, 4.328, -1.216], [4.699, 4.270, -2.137], [5.166, 3.848, -3.535], [4.078, 5.672, -2.208], [3.642, 3.289, -1.641], [2.445, 3.123, -2.383], [1.493, 2.263, -1.912], [1.612, 1.548, -0.789], [2.770, 1.643, -0.083], [3.786, 2.542, -0.509], [2.928, 0.755, 1.015], [4.062, 0.766, 1.872], [4.200, -0.134, 2.884], [3.153, -1.096, 3.046], [2.087, -1.074, 2.200], [1.938, -0.188, 1.189], [5.388, -0.154, 3.836], [4.888, 0.129, 5.259], [6.050, -1.538, 3.798], [6.441, 0.891, 3.475], [6.643, 5.038, -1.617], [6.406, 3.356, -1.136], [5.643, 4.657, -0.212], [5.926, 4.540, -3.906], [4.341, 3.838, -4.246], [5.595, 2.845, -3.511], [4.827, 6.402, -2.526], [3.691, 5.970, -1.233], [3.251, 5.705, -2.917], [2.256, 3.664, -3.299], [0.565, 2.117, -2.452], [4.683, 2.626, 0.083], [4.819, 1.518, 1.714], [3.173, -1.832, 3.837], [1.281, -1.793, 2.290], [4.150, -0.608, 5.574], [4.418, 1.112, 5.311], [5.719, 0.104, 5.968], [5.364, -2.321, 4.120], [6.920, -1.559, 4.459], [6.380, -1.779, 2.786], [6.042, 1.904, 3.542], [6.824, 0.742, 2.464], [7.281, 0.816, 4.168], [-1.786, -3.863, 1.606], [-0.962, -4.772, 0.828], [-1.510, -6.092, 0.603], [-0.403, -7.079, 0.291], [0.390, -6.524, -0.874], [0.881, -5.201, -0.553], [2.164, -4.802, -1.087], [0.163, -4.296, 0.195], [0.531, -3.132, 0.306], [-1.815, -4.182, 2.651], [-2.809, -3.863, 1.217], [-1.385, -2.854, 1.569], [-2.233, -6.064, -0.226], [-2.059, -6.383, 1.502], [-0.820, -8.058, 0.048], [0.253, -7.185, 1.159], [-0.249, -6.499, -1.769], [1.251, -7.151, -1.113], [2.128, -4.643, -2.169], [2.904, -5.577, -0.867], [2.465, -3.867, -0.624], [2.990, -2.078, -5.305], [2.363, -1.644, -4.170], [2.988, -1.809, -2.952], [2.328, -1.378, -1.806], [1.058, -0.783, -1.817], [0.502, -0.629, -3.096], [1.127, -1.047, -4.272], [3.972, -2.260, -2.908], [2.843, -1.502, -0.857], [-0.464, -0.137, -3.204], [0.672, -0.907, -5.245], [-5.278, 5.642, -2.605], [-3.933, 4.324, -2.391], [-2.690, 4.679, -1.912], [-1.744, 3.668, -1.765], [-1.986, 2.393, -2.058], [-3.191, 2.083, -2.529], [-4.210, 3.006, -2.715], [-2.452, 5.694, -1.628], [-0.765, 3.900, -1.365], [-3.368, 1.038, -2.764], [-5.177, 2.702, -3.088], [-2.975, -3.856, -2.074], [-2.985, -2.606, -1.471], [-1.795, -1.844, -1.445], [-1.747, -0.671, -0.846], [-2.872, -0.254, -0.228], [-4.021, -1.001, -0.263], [-4.092, -2.182, -0.900], [-2.319, -3.958, -2.832], [-3.901, -4.186, -2.302], [-0.888, -2.208, -1.909], [-2.831, 0.697, 0.284], [-4.914, -0.642, 0.232]]
}

***

[5]
{
  "formula": "C6H15ClI2O2PPmS",
  "method": "ωB97M-V/def2-TZVPD",
  "homo_lumo_gap_ha": [0.266, 0.279],
  "e_above_lowest_kcal_mol": 0.0,
  "fmax_ev_per_a": 2.09,
  "spin_multiplicity": 5,
  "charge": 2,
  "s_squared": 6.006,
  "elements": ["I", "I", "Pm", "P", "C", "C", "H", "H", "H", "C", "H", "H", "H", "H", "H", "H", "C", "O", "Cl", "C", "S", "C", "O", "H", "H", "H", "H", "H", "H"],
  "positions_angstrom": [[-3.095, -1.414, 0.028], [-2.907, 1.107, 0.757], [1.815, -0.450, 0.213], [0.647, 0.060, -2.242], [-1.003, 0.103, -2.986], [1.505, 1.435, -3.094], [2.451, -1.565, -2.649], [1.520, -1.189, -4.128], [0.833, -2.289, -2.890], [1.450, -1.388, -3.061], [2.501, 1.590, -2.660], [1.599, 1.219, -4.171], [-0.946, 0.142, -4.083], [-1.531, 0.982, -2.610], [0.916, 2.356, -2.952], [-1.575, -0.776, -2.665], [-6.029, 0.178, 0.179], [-6.658, -0.549, -0.422], [4.168, 0.379, -0.022], [0.262, -1.528, 4.286], [-0.465, -0.561, 2.965], [-0.632, 1.016, 3.809], [0.807, -0.272, 2.119], [-0.464, -1.575, 5.103], [1.209, -1.088, 4.613], [0.427, -2.540, 3.890], [0.354, 1.381, 4.115], [-1.121, 1.718, 3.119], [-1.284, 0.855, 4.675]]
}

***

[6]
{
  "formula": "C5H39N2O13",
  "method": "ωB97M-V/def2-TZVPD",
  "homo_lumo_gap_ha": 0.292,
  "e_above_lowest_kcal_mol": 125.2,
  "fmax_ev_per_a": 4.63,
  "charge": 1,
  "elements": ["C", "C", "C", "N", "C", "C", "N", "H", "H", "H", "H", "H", "H", "H", "H", "H", "H", "H", "H", "H", "H", "H", "O", "H", "H", "O", "H", "H", "O", "H", "H", "O", "H", "H", "O", "H", "H", "O", "H", "H", "O", "H", "H", "O", "H", "H", "O", "H", "H", "O", "H", "H", "O", "H", "H", "O", "H", "H", "O"],
  "positions_angstrom": [[0.265, 1.442, -0.573], [-0.656, 2.666, -0.764], [-2.092, 2.094, -0.857], [-2.683, -0.655, 1.546], [-2.853, 0.174, 0.430], [-2.402, 1.437, 0.428], [1.717, 1.782, -0.416], [0.203, 0.760, -1.447], [-0.073, 0.908, 0.354], [-0.701, 3.368, 0.094], [-0.274, 3.294, -1.642], [-2.382, 1.455, -1.731], [-2.782, 2.947, -1.064], [-1.912, -0.393, 2.153], [-2.736, -1.642, 1.377], [-3.498, -0.217, -0.427], [-2.191, 1.935, 1.366], [1.827, 2.480, 0.310], [2.288, 0.927, 0.011], [2.159, 2.039, -1.270], [2.183, -0.398, 2.191], [0.961, -1.271, 1.464], [1.355, -0.394, 1.683], [4.346, -0.498, -0.323], [3.017, -0.965, -0.507], [3.483, -0.173, -0.382], [-0.791, -1.134, -2.770], [-0.095, -0.858, -1.428], [-0.660, -1.491, -1.944], [-1.045, -4.482, 0.442], [-0.213, -5.156, -0.549], [-0.133, -4.494, 0.221], [1.737, -0.257, -3.787], [0.359, -0.073, -4.518], [0.821, -0.198, -3.667], [2.356, -3.666, 2.299], [1.233, -3.868, 1.162], [1.484, -3.364, 2.057], [-4.343, -0.067, 3.127], [-3.010, -0.440, 3.583], [-3.624, 0.383, 3.734], [-1.810, -0.221, -4.552], [-2.026, 1.177, -3.980], [-1.612, 0.647, -4.720], [2.295, 3.178, -3.235], [3.272, 3.824, -2.088], [2.956, 3.015, -2.497], [-0.528, 1.583, 3.542], [0.415, 0.742, 2.570], [0.154, 1.667, 2.896], [1.210, 2.852, 2.243], [1.314, 4.372, 1.839], [1.661, 3.480, 1.657], [2.009, -3.429, -0.847], [0.594, -2.687, -0.645], [1.569, -2.643, -0.523], [-1.361, -3.589, 3.040], [0.011, -3.731, 2.702], [-0.768, -4.178, 2.631]]
}